No. 1
C27H22ClIrN2O5S | the ωB97M-V functional and the def2-TZVPD basis

The LUMO energy (spin up / spin down) comes out at -5.24 / -4.79 eV. Its HOMO energy (spin up / spin down) is -11.055 / -11.283 eV. As for the expectation value of S²: 1.095. The value obtained for the HOMO-LUMO gap (spin up / spin down) is 5.818 / 6.492 eV. Its spin multiplicity is 2. Its relative energy (zero: lowest compared OMol25 entry of this formula, charge and spin) is 173.8 kJ/mol. Its charge is +1.

Last column: natural (NBO) charge in e.
CARTESIAN COORDINATES (ANGSTROEM)
Ir1 0.557 -0.129 -0.261  1.264
O1 -2.820 -1.969 4.200  -0.658
C1 -3.218 -2.534 3.071  0.778
O2 -4.059 -3.389 3.024  -0.556
C2 -2.572 -2.068 1.804  -0.240
C3 -2.936 -2.550 0.563  0.061
N1 -2.159 -1.947 -0.349  -0.298
N2 -1.309 -1.093 0.232  -0.305
C4 -1.535 -1.166 1.535  0.050
C5 -0.680 -0.287 2.391  0.780
O3 -0.915 -0.143 3.575  -0.600
O4 0.302 0.278 1.750  -0.736
H1 -2.141 -1.270 4.054  0.511
H2 -3.706 -3.260 0.304  0.264
H3 -2.136 -2.085 -1.346  0.437
C6 1.041 -1.646 -1.246  -0.249
C7 1.413 -2.643 -1.845  -0.015
C8 1.918 -3.799 -2.521  -0.079
C9 1.150 -4.964 -2.605  -0.178
C10 1.676 -6.098 -3.202  -0.206
C11 2.964 -6.076 -3.722  -0.168
C12 3.725 -4.915 -3.664  -0.207
C13 3.207 -3.780 -3.066  -0.183
H4 0.146 -4.969 -2.203  0.218
H5 1.081 -6.999 -3.264  0.229
H6 3.376 -6.968 -4.176  0.228
H7 4.721 -4.898 -4.084  0.229
H8 3.789 -2.868 -3.021  0.216
C14 -2.368 2.916 -2.131  -0.798
S1 -1.931 1.643 -0.978  1.256
O5 -0.508 1.254 -1.481  -0.933
C15 -1.662 2.557 0.504  -0.326
C16 -2.474 2.273 1.593  -0.200
C17 -2.224 2.914 2.799  -0.175
C18 -1.171 3.811 2.898  -0.158
C19 -0.359 4.080 1.798  -0.205
C20 -0.597 3.449 0.591  -0.151
H9 -1.640 3.724 -2.079  0.253
H10 -3.365 3.269 -1.867  0.261
H11 -2.376 2.464 -3.121  0.263
H12 -3.283 1.557 1.506  0.234
H13 -2.840 2.699 3.661  0.240
H14 -0.973 4.301 3.842  0.236
H15 0.464 4.777 1.889  0.234
H16 0.037 3.630 -0.269  0.224
Cl1 2.694 2.009 2.553  0.059
C21 3.283 0.568 1.817  0.027
C22 4.031 -0.300 2.573  -0.236
C23 4.613 -1.419 1.976  -0.113
C24 4.480 -1.651 0.611  -0.256
C25 3.715 -0.795 -0.145  -0.063
C26 3.042 0.312 0.434  -0.142
C27 2.194 1.156 -0.370  -0.529
H17 4.171 -0.100 3.626  0.246
H18 5.194 -2.100 2.585  0.234
H19 4.968 -2.499 0.150  0.235
H20 3.604 -0.947 -1.209  0.218
H21 2.352 1.142 -1.446  0.242
H22 1.890 2.102 0.059  0.239

No. 2
C27H22F3FeNO | the ωB97M-V functional and the def2-TZVPD basis

The LUMO energy (spin up / spin down) comes out at 4.54 / 4.53 eV. Its HOMO energy (spin up / spin down) is 1.648 / -0.821 eV. As for the expectation value of S²: 6.113. The value obtained for the HOMO-LUMO gap (spin up / spin down) is 2.896 / 5.354 eV. Its spin multiplicity is 5. Its relative energy (zero: lowest compared OMol25 entry of this formula, charge and spin) is 79.9 kJ/mol. Its charge is -2.

Last column: natural (NBO) charge in e.
CARTESIAN COORDINATES (ANGSTROEM)
F1 2.721 1.448 1.640  -0.356
C1 2.194 0.275 2.140  0.980
F2 3.047 -0.728 1.731  -0.356
F3 2.242 0.329 3.530  -0.371
C2 0.783 0.031 1.688  -0.335
C3 0.371 -1.285 1.480  -0.187
C4 -0.925 -1.559 1.049  -0.287
C5 -1.877 -0.505 0.918  -0.093
C6 -3.272 -0.838 0.710  -0.391
C7 -4.219 0.193 0.916  0.353
N1 -5.041 1.023 1.088  -0.428
C8 -1.409 0.840 1.049  -0.250
C9 -0.083 1.078 1.432  -0.226
H1 1.057 -2.081 1.723  0.196
H2 -1.301 -2.590 1.052  0.192
H3 -3.544 -1.889 1.162  0.268
H4 -2.133 1.690 1.095  0.210
H5 0.253 2.101 1.598  0.194
C10 -2.461 4.678 -2.538  -0.254
O1 -1.583 3.555 -2.459  -0.506
C11 -2.204 2.345 -2.411  0.270
C12 -1.348 1.206 -2.438  -0.271
C13 -1.841 -0.054 -2.203  -0.198
C14 -3.212 -0.218 -1.890  -0.068
C15 -3.601 -1.397 -1.035  -0.199
C16 -4.963 -2.072 -1.131  -0.170
C17 -5.389 -2.997 -2.248  -0.341
C18 -6.791 -3.344 -2.069  -0.373
C19 -7.246 -2.728 -0.796  -0.367
C20 -6.158 -1.950 -0.229  -0.344
Fe1 -5.698 -3.854 -0.486  0.481
C21 -4.100 -4.428 0.519  -0.355
C22 -4.367 -5.325 -0.597  -0.356
C23 -5.709 -5.872 -0.407  -0.362
C24 -6.245 -5.304 0.823  -0.368
C25 -5.247 -4.437 1.390  -0.355
C26 -4.096 0.861 -2.243  -0.137
C27 -3.635 2.148 -2.484  -0.356
H6 -1.798 5.524 -2.714  0.179
H7 -3.225 4.669 -3.363  0.167
H8 -2.965 4.739 -1.556  0.186
H9 -0.287 1.341 -2.713  0.209
H10 -1.187 -0.929 -2.230  0.211
H11 -2.817 -2.188 -0.987  0.208
H12 -4.797 -3.256 -3.138  0.214
H13 -7.469 -3.920 -2.719  0.208
H14 -8.275 -2.759 -0.414  0.208
H15 -6.234 -1.322 0.674  0.237
H16 -3.151 -3.940 0.688  0.218
H17 -3.666 -5.584 -1.396  0.214
H18 -6.174 -6.616 -1.065  0.206
H19 -7.197 -5.586 1.272  0.208
H20 -5.299 -3.921 2.339  0.217
H21 -5.171 0.664 -2.216  0.219
H22 -4.385 2.964 -2.736  0.208

No. 3
C27H22F3N3O4S | the ωB97M-V functional and the def2-TZVPD basis

The LUMO energy comes out at -2.05 eV. Its HOMO energy is -6.554 eV. The value obtained for the HOMO-LUMO gap is 4.501 eV. Its spin multiplicity is 1.

Last column: natural (NBO) charge in e.
CARTESIAN COORDINATES (ANGSTROEM)
F1 3.559 1.392 3.225  -0.311
C1 2.514 0.546 3.232  0.733
F2 2.697 -0.360 2.235  -0.341
F3 2.503 -0.121 4.403  -0.310
S1 0.926 1.506 2.965  2.088
C2 -0.235 0.235 2.729  -0.789
C3 -1.589 0.469 3.044  0.015
C4 -2.460 -0.653 3.227  -0.264
C5 -3.820 -0.480 3.348  -0.184
C6 -4.371 0.820 3.370  -0.017
N1 -5.783 0.994 3.318  0.493
O1 -6.262 2.152 3.294  -0.423
O2 -6.507 -0.032 3.290  -0.437
C7 -3.508 1.939 3.336  -0.155
C8 -2.149 1.771 3.221  -0.293
O3 0.734 2.141 4.249  -0.927
O4 1.113 2.298 1.769  -0.947
H1 0.173 -0.747 2.956  0.232
H2 -2.033 -1.649 3.286  0.208
H3 -4.512 -1.312 3.389  0.239
H4 -3.954 2.923 3.373  0.238
H5 -1.517 2.651 3.297  0.231
C9 -4.167 -1.659 -1.698  -0.415
N2 -2.743 -1.382 -1.651  -0.321
C10 -2.170 -0.356 -0.970  0.141
C11 -0.760 -0.390 -1.139  -0.118
C12 0.131 0.557 -0.609  0.072
C13 1.529 0.526 -0.795  -0.223
C14 2.388 -0.592 -0.666  0.111
N3 3.658 -0.250 -0.996  -0.323
C15 4.786 -1.161 -0.973  -0.406
C16 3.705 1.096 -1.384  0.112
C17 2.394 1.625 -1.274  0.030
C18 2.151 2.888 -1.808  -0.202
C19 3.221 3.615 -2.363  -0.215
C20 4.522 3.083 -2.414  -0.204
C21 4.780 1.794 -1.920  -0.230
C22 -0.501 -1.532 -2.046  -0.100
C23 -1.759 -2.143 -2.298  0.207
C24 -1.933 -3.283 -3.072  -0.258
C25 -0.791 -3.831 -3.679  -0.195
C26 0.452 -3.192 -3.532  -0.218
C27 0.590 -2.022 -2.758  -0.183
H6 -4.337 -2.578 -2.267  0.222
H7 -4.566 -1.784 -0.682  0.235
H8 -4.717 -0.837 -2.178  0.225
H9 -2.763 0.387 -0.441  0.248
H10 -0.305 1.423 -0.129  0.252
H11 2.097 -1.609 -0.401  0.238
H12 5.681 -0.629 -1.303  0.224
H13 4.936 -1.542 0.047  0.224
H14 4.600 -2.019 -1.637  0.211
H15 1.131 3.281 -1.782  0.222
H16 3.047 4.618 -2.760  0.223
H17 5.332 3.670 -2.850  0.223
H18 5.777 1.347 -1.941  0.217
H19 -2.919 -3.747 -3.176  0.224
H20 -0.865 -4.744 -4.274  0.226
H21 1.330 -3.613 -4.027  0.222
H22 1.541 -1.498 -2.712  0.223

No. 4
C27H22FO8S4 | the ωB97M-V functional and the def2-TZVPD basis

The LUMO energy comes out at 2.53 eV. Its HOMO energy is -3.969 eV. The value obtained for the HOMO-LUMO gap is 6.504 eV. Its spin multiplicity is 1. Its charge is -1.

Last column: natural (NBO) charge in e.
CARTESIAN COORDINATES (ANGSTROEM)
C1 0.901 2.967 -3.100  -0.207
C2 -0.164 2.953 -2.193  -0.237
C3 0.047 2.555 -0.871  -0.184
C4 1.317 2.152 -0.473  -0.235
S1 1.679 1.907 1.275  2.148
C5 1.612 0.117 1.663  -0.670
C6 2.166 -0.338 2.800  -0.265
S2 0.485 -0.950 0.732  2.156
C7 1.275 -1.596 -0.759  -0.233
C8 0.979 -1.023 -1.994  -0.210
C9 1.636 -1.464 -3.141  -0.226
C10 2.509 -2.554 -3.068  -0.205
C11 2.736 -3.184 -1.837  -0.206
C12 2.123 -2.705 -0.676  -0.204
O1 0.222 -2.086 1.578  -0.928
O2 -0.593 -0.105 0.274  -0.955
O3 3.042 2.368 1.323  -0.911
O4 0.648 2.500 2.100  -0.936
C13 2.393 2.162 -1.371  -0.204
C14 2.174 2.559 -2.692  -0.221
H1 0.747 3.326 -4.122  0.209
H2 -1.161 3.271 -2.496  0.213
H3 -0.766 2.556 -0.149  0.249
H4 2.251 -1.415 2.821  0.259
H5 2.265 0.350 3.640  0.264
H6 0.261 -0.209 -2.051  0.241
H7 1.455 -0.962 -4.093  0.212
H8 2.998 -2.920 -3.972  0.208
H9 3.393 -4.054 -1.777  0.214
H10 2.305 -3.171 0.290  0.250
H11 3.381 1.856 -1.037  0.253
H12 3.013 2.573 -3.391  0.212
F1 4.506 -0.345 5.422  -0.386
C15 3.925 -0.906 4.334  -0.525
S3 2.958 -2.313 4.993  2.137
C16 1.783 -1.240 5.856  -0.232
C17 0.558 -0.915 5.278  -0.237
C18 -0.118 0.224 5.722  -0.215
C19 0.427 1.012 6.739  -0.210
C20 1.589 0.597 7.396  -0.220
C21 2.252 -0.559 6.978  -0.215
O5 2.270 -3.060 3.966  -0.948
O6 3.722 -3.005 6.004  -0.948
S4 4.779 -0.119 2.973  2.089
C22 6.558 0.133 3.091  -0.200
C23 7.038 1.401 3.447  -0.200
C24 8.393 1.698 3.279  -0.227
C25 9.265 0.733 2.758  -0.215
C26 8.770 -0.522 2.382  -0.217
C27 7.411 -0.818 2.528  -0.215
O7 4.578 -0.816 1.719  -0.958
O8 4.352 1.253 3.221  -0.950
H13 0.157 -1.515 4.466  0.253
H14 -1.060 0.518 5.257  0.218
H15 -0.057 1.949 7.037  0.209
H16 2.004 1.176 8.221  0.209
H17 3.160 -0.888 7.475  0.242
H18 6.359 2.162 3.826  0.254
H19 8.764 2.694 3.533  0.209
H20 10.324 0.970 2.620  0.205
H21 9.433 -1.272 1.947  0.206
H22 6.998 -1.770 2.201  0.235